(1)
Density functional theory data (the ωB97M-V functional and the def2-TZVPD basis) for a molecular structure, C43H38BrN4OP2RuS at a distorted geometry.

Each line ends with the Löwdin spin population.
Geometry (Å):
Ru 1.434 -2.054 -0.920  2.457
Br -8.623 -1.782 6.626  -0.032
C -7.607 -2.521 5.245  -0.034
C -8.222 -2.867 4.043  -0.005
C -7.472 -3.391 3.017  -0.008
C -6.081 -3.549 3.176  0.008
C -5.473 -3.228 4.411  0.000
C -6.238 -2.717 5.433  -0.005
N -5.355 -3.999 2.132  0.239
N -4.127 -4.237 1.953  0.434
C -3.309 -3.323 1.398  -0.007
C -3.696 -2.024 1.027  0.160
C -2.750 -1.094 0.607  -0.019
C -1.430 -1.468 0.490  0.145
O -0.346 -0.572 0.321  0.079
C -1.026 -2.798 0.669  0.005
N 0.248 -3.181 0.342  0.074
C 0.638 -4.442 0.581  0.006
C -0.202 -5.394 1.128  0.036
C -1.508 -5.047 1.393  -0.020
C -1.950 -3.739 1.162  0.042
H -9.288 -2.729 3.924  0.000
H -7.930 -3.679 2.079  0.001
H -4.414 -3.409 4.545  0.001
H -5.789 -2.476 6.387  0.001
H -4.740 -1.747 1.100  0.010
H -3.057 -0.081 0.378  -0.004
H 1.654 -4.695 0.308  0.006
H 0.166 -6.395 1.308  0.002
H -2.208 -5.774 1.787  -0.001
C 1.583 6.726 0.076  0.000
S 2.713 5.471 0.710  0.000
C 1.607 4.044 0.719  0.000
C 2.323 2.925 1.460  0.000
C 1.659 1.568 1.318  0.005
N 1.583 1.027 -0.124  0.005
P 2.818 -0.223 -0.273  0.119
C 4.339 0.718 -0.047  0.043
C 5.401 0.126 0.634  0.005
C 6.626 0.777 0.673  0.000
C 6.774 2.006 0.048  0.001
C 5.701 2.595 -0.622  0.003
C 4.478 1.954 -0.683  0.008
C 3.090 -0.697 -2.035  0.002
C 3.447 -2.047 -2.249  0.034
C 3.808 -2.502 -3.520  0.014
C 3.839 -1.615 -4.574  0.018
C 3.515 -0.269 -4.368  0.008
C 3.139 0.185 -3.123  0.017
P 0.013 0.688 -0.576  0.010
C -1.076 2.015 -0.166  0.000
C -1.685 2.005 1.098  0.000
C -2.482 3.068 1.482  0.000
C -2.674 4.143 0.618  0.001
C -2.088 4.147 -0.641  0.000
C -1.291 3.088 -1.039  0.000
C -0.049 0.146 -2.268  0.031
C 0.243 1.047 -3.289  -0.002
C 0.239 0.627 -4.612  0.027
C -0.004 -0.705 -4.923  -0.004
C -0.297 -1.610 -3.916  0.026
C -0.344 -1.200 -2.586  0.016
H 2.178 7.623 -0.080  0.000
H 0.799 6.944 0.799  0.000
H 1.152 6.420 -0.878  0.000
H 1.398 3.759 -0.318  0.000
H 0.664 4.310 1.205  0.000
H 2.354 3.147 2.529  0.000
H 3.356 2.881 1.128  0.000
H 0.651 1.629 1.713  0.000
H 2.181 0.834 1.940  0.003
H 5.282 -0.830 1.131  0.002
H 7.459 0.325 1.196  0.000
H 7.727 2.516 0.082  0.000
H 5.815 3.563 -1.092  0.000
H 3.646 2.423 -1.193  0.000
H 3.621 -2.720 -1.408  0.022
H 4.109 -3.533 -3.659  0.000
H 4.150 -1.955 -5.555  0.001
H 3.579 0.430 -5.194  0.000
H 2.930 1.236 -2.978  0.001
H -1.536 1.179 1.784  0.000
H -2.955 3.061 2.456  0.000
H -3.286 4.980 0.931  0.000
H -2.255 4.977 -1.316  0.000
H -0.856 3.107 -2.026  0.000
H 0.491 2.076 -3.061  -0.001
H 0.442 1.340 -5.402  0.001
H 0.013 -1.034 -5.954  -0.001
H -0.548 -2.634 -4.168  0.001
H -0.806 -1.873 -1.861  0.013

Net charge ... +3
Energy above the lowest of the compared OMol25 structures with the same formula, charge and spin ... 52.1 kcal/mol
Calculated total energy ... -5704.4178 Ha
Strongest force on any atom ... 2.29 eV Å⁻¹
HOMO (spin up / spin down) ... -13.9259 / -13.9267 eV
Molar mass ... 901.79 g mol⁻¹
Spin multiplicity ... 5
Kohn-Sham gap (spin up / spin down) ... 0.133 / 0.144 Ha

---

(2)
Density functional theory data (the ωB97M-V functional and the def2-TZVPD basis) for 2 unconnected molecules or ions with the total composition C43H38Cl2NSi at a distorted geometry.

Each line ends with the Löwdin charge.
Geometry (Å):
Cl 0.371 0.770 5.671  0.734
C 0.541 1.484 4.124  -0.659
C 1.664 2.281 3.846  -0.078
C 1.820 2.824 2.577  -0.009
C 0.888 2.581 1.530  -0.173
C 1.249 2.961 0.181  0.034
C 0.425 2.608 -0.953  -0.246
C 1.005 2.051 -2.123  -0.015
C 0.296 2.042 -3.318  -0.082
C -1.010 2.555 -3.349  -0.670
Cl -1.817 2.717 -4.853  0.721
C -1.647 2.973 -2.172  -0.084
C -0.940 2.970 -0.974  -0.027
C -0.267 1.814 1.868  0.007
C -0.434 1.273 3.140  -0.074
H 2.391 2.473 4.631  0.110
H 2.698 3.436 2.369  0.088
H 2.333 2.919 0.005  0.120
H 2.016 1.644 -2.076  0.124
H 0.751 1.675 -4.232  0.113
H -2.671 3.339 -2.212  0.118
H -1.418 3.324 -0.060  0.128
H -1.022 1.612 1.110  0.110
H -1.320 0.691 3.386  0.116
C 1.691 8.394 3.630  -0.082
C 1.753 7.054 4.033  -0.074
C 2.845 6.261 3.665  -0.116
C 3.866 6.785 2.848  -0.266
Si 5.273 5.700 2.261  0.752
C 6.724 6.780 1.810  -0.262
C 7.823 6.871 2.675  -0.072
C 8.918 7.674 2.337  -0.067
C 8.929 8.384 1.131  -0.072
C 7.835 8.294 0.264  -0.073
C 6.730 7.504 0.606  -0.115
C 5.624 4.575 3.710  -0.258
C 5.493 5.091 5.011  -0.100
C 5.644 4.254 6.122  -0.067
C 5.932 2.899 5.940  -0.076
C 6.085 2.387 4.649  -0.076
C 5.949 3.222 3.533  -0.085
C 4.930 4.560 0.775  -0.286
C 6.155 4.168 -0.088  -0.143
C 5.825 4.584 -1.529  -0.133
C 4.313 4.841 -1.558  -0.125
N 3.956 5.103 -0.166  -0.070
C 2.680 5.342 0.215  -0.057
C 1.596 5.161 -0.630  -0.049
C 0.460 6.090 -0.634  -0.202
C -0.384 6.206 -1.765  -0.036
C -1.510 7.027 -1.738  -0.069
C -1.785 7.806 -0.604  -0.069
C -0.912 7.766 0.492  -0.063
C 0.204 6.927 0.470  -0.017
C 3.810 8.136 2.475  -0.069
C 2.725 8.932 2.854  -0.065
H 0.845 9.016 3.929  0.111
H 0.958 6.623 4.647  0.112
H 2.905 5.233 4.034  0.094
H 7.820 6.305 3.611  0.102
H 9.766 7.739 3.019  0.109
H 9.787 9.002 0.866  0.109
H 7.830 8.835 -0.683  0.107
H 5.873 7.459 -0.074  0.105
H 5.247 6.146 5.158  0.114
H 5.523 4.667 7.122  0.110
H 6.038 2.242 6.805  0.110
H 6.307 1.331 4.498  0.107
H 6.079 2.816 2.526  0.095
H 4.529 3.639 1.238  0.094
H 7.074 4.637 0.279  0.107
H 6.288 3.079 -0.025  0.117
H 6.356 5.507 -1.796  0.112
H 6.094 3.810 -2.254  0.118
H 4.027 5.680 -2.208  0.142
H 3.788 3.943 -1.928  0.121
H 2.535 5.648 1.254  0.107
H 1.771 4.678 -1.595  0.111
H -0.146 5.650 -2.673  0.116
H -2.179 7.070 -2.600  0.111
H -2.668 8.453 -0.578  0.111
H -1.095 8.390 1.369  0.107
H 0.908 6.930 1.299  0.086
H 4.629 8.571 1.895  0.099
H 2.690 9.979 2.549  0.111

Net charge ... +1
Energy above the lowest of the compared OMol25 structures with the same formula, charge and spin ... 21.8 kcal/mol
Calculated total energy ... -2925.7645 Ha
Strongest force on any atom ... 1.99 eV Å⁻¹
HOMO ... -10.3611 eV
Molar mass ... 667.78 g mol⁻¹
Spin multiplicity ... 1
Kohn-Sham gap ... 0.215 Ha

---

(3)
Density functional theory data (the ωB97M-V functional and the def2-TZVPD basis) for a molecular structure, C43H38CsN7O3PSi at a distorted geometry.

Each line ends with the Löwdin charge.
Geometry (Å):
Cs 0.234 0.988 -1.526  1.447
O 1.856 0.333 -4.163  -0.038
C 2.581 0.039 -3.213  -0.754
O 2.488 0.502 -2.041  -0.570
C 3.706 -0.946 -3.372  -0.135
C 4.407 -1.100 -4.555  -0.024
C 5.507 -1.935 -4.600  -0.091
C 5.910 -2.613 -3.460  -0.088
C 5.183 -2.491 -2.290  -0.095
C 4.065 -1.666 -2.238  -0.276
P 2.981 -1.482 -0.766  1.134
C 4.208 -0.644 0.322  -0.321
C 4.079 0.731 0.489  -0.083
C 4.992 1.440 1.248  -0.084
C 6.031 0.782 1.884  -0.103
C 6.156 -0.589 1.743  -0.093
C 5.261 -1.296 0.958  -0.100
C 3.162 -3.223 -0.161  -0.385
C 3.128 -4.290 -1.058  -0.106
C 3.117 -5.599 -0.614  -0.090
C 3.106 -5.875 0.743  -0.107
C 3.081 -4.825 1.646  -0.113
C 3.093 -3.517 1.199  -0.138
H 4.088 -0.540 -5.421  0.113
H 6.057 -2.059 -5.522  0.093
H 6.786 -3.246 -3.479  0.096
H 5.480 -3.058 -1.420  0.101
H 3.264 1.237 -0.005  0.082
H 4.899 2.513 1.341  0.100
H 6.739 1.332 2.489  0.094
H 6.963 -1.112 2.240  0.097
H 5.387 -2.365 0.858  0.094
H 3.132 -4.090 -2.121  0.107
H 3.116 -6.409 -1.331  0.099
H 3.101 -6.899 1.090  0.095
H 3.048 -5.031 2.708  0.101
H 3.066 -2.701 1.909  0.110
N -1.984 -2.407 -4.262  0.020
C -1.882 -1.182 -3.706  -0.162
N -1.495 -1.289 -2.468  0.052
C -1.354 -2.624 -2.277  -0.314
N -1.651 -3.330 -3.357  0.109
C -0.924 -3.222 -1.021  -0.204
C -1.042 -4.599 -0.797  -0.078
N -0.653 -5.154 0.337  0.086
C -0.142 -4.349 1.258  -0.126
C -0.034 -2.979 1.048  -0.123
N -0.425 -2.421 -0.083  0.147
H -2.232 -2.681 -5.202  0.154
H -2.101 -0.274 -4.227  0.127
H -1.468 -5.256 -1.544  0.107
H 0.175 -4.822 2.176  0.103
H 0.367 -2.309 1.794  0.095
O -1.562 2.029 -0.308  -0.742
Si -2.752 2.676 0.452  0.356
C -4.363 2.997 -0.525  -0.211
C -5.319 3.929 -0.137  -0.100
C -6.466 4.142 -0.881  -0.102
C -6.679 3.420 -2.044  -0.115
C -5.756 2.461 -2.429  -0.103
C -4.618 2.256 -1.669  -0.094
C -2.354 4.392 1.174  -0.215
C -2.398 5.499 0.339  -0.102
C -2.157 6.774 0.815  -0.097
C -1.865 6.966 2.154  -0.111
C -1.786 5.873 2.998  -0.095
C -2.027 4.603 2.504  -0.111
C -3.454 1.624 1.871  -0.224
C -4.168 2.154 2.937  -0.106
C -4.695 1.342 3.925  -0.096
C -4.538 -0.032 3.844  -0.105
C -3.861 -0.581 2.768  -0.097
C -3.327 0.245 1.795  -0.111
H -5.167 4.503 0.768  0.100
H -7.196 4.877 -0.560  0.095
H -7.558 3.607 -2.649  0.091
H -5.926 1.875 -3.325  0.093
H -3.900 1.500 -1.954  0.092
H -2.640 5.347 -0.703  0.105
H -2.204 7.623 0.147  0.095
H -1.684 7.961 2.536  0.092
H -1.541 6.013 4.043  0.097
H -1.973 3.759 3.177  0.079
H -4.309 3.226 2.999  0.094
H -5.249 1.784 4.745  0.096
H -4.946 -0.668 4.620  0.093
H -3.753 -1.654 2.680  0.097
H -2.805 -0.170 0.943  0.096
N -0.134 1.535 3.202  -0.061
N -0.047 0.333 2.426  -0.073
H -1.007 2.032 3.005  0.019
H 0.629 2.133 2.896  0.061
H -0.298 0.514 1.448  0.013
H -0.760 -0.294 2.792  0.047

Net charge ... -1
Energy above the lowest of the compared OMol25 structures with the same formula, charge and spin ... 24.6 kcal/mol
Calculated total energy ... -2921.5256 Ha
Strongest force on any atom ... 3.56 eV Å⁻¹
HOMO ... -5.1220 eV
Molar mass ... 892.79 g mol⁻¹
Spin multiplicity ... 1
Kohn-Sham gap ... 0.258 Ha